1.
C10H11NO3S | ωB97M-V/def2-TZVPD

Last column: Mulliken charge in e.
Cartesian coordinates (Å):
C 2.03 1.82 -2.12  -0.680
C 2.56 1.24 -0.97  -0.592
C 0.65 2.23 -2.14  -0.519
C 1.71 0.95 0.14  -0.449
C -0.20 1.99 -1.04  -0.439
C 0.35 1.27 0.06  0.848
C -1.42 -1.04 -0.52  0.475
C -0.71 -2.70 1.64  -1.017
C 0.15 -2.56 0.40  -0.040
C -0.58 0.92 1.22  -0.939
N -1.86 0.96 1.26  0.928
O -2.66 1.16 0.16  -0.506
O -2.52 0.78 2.35  -0.744
O -0.77 -2.14 -0.66  -0.365
S -2.66 -0.31 -1.01  -0.084
H 2.63 2.09 -2.88  0.514
H 3.54 0.84 -0.99  0.365
H 0.35 2.73 -3.01  0.420
H 2.17 0.46 1.01  0.373
H -1.26 2.19 -1.09  0.615
H -1.68 -3.15 1.24  0.256
H -0.24 -3.24 2.34  0.487
H -0.90 -1.74 1.98  0.239
H 0.43 -3.59 -0.03  0.249
H 1.04 -1.90 0.44  0.202
H -0.13 0.76 2.22  0.403

The net charge is 0. The value obtained for the orbital gap (alpha / beta) is 8.192 / 8.193 eV. The total energy comes out at -29008.642 eV. The strongest force on any atom comes out at 0.0932 hartree/bohr. As for the HOMO energy (alpha / beta): -0.30040 / -0.30042 Eh.



2.
C10H11NO3S | ωB97M-V/def2-TZVPD

Last column: Mulliken charge in e.
Cartesian coordinates (Å):
C 2.20 -2.49 0.32  -0.294
C 1.33 -2.05 1.32  -0.701
C 1.90 -2.13 -1.00  -0.437
C 0.13 -1.39 1.01  0.096
C 0.70 -1.45 -1.26  -0.187
C -0.21 -1.00 -0.27  0.476
C 1.61 1.75 1.06  -0.511
C 1.64 2.00 -0.22  -0.029
C 0.58 2.42 -1.03  0.406
C -3.29 1.41 -0.58  -0.927
N -0.19 2.93 -1.69  -0.485
O -1.64 0.92 1.43  -0.551
O -3.35 -0.82 0.76  -0.595
O -1.38 -0.45 -0.69  -0.327
S -2.37 0.18 0.39  1.039
H 3.17 -3.10 0.47  0.275
H 1.47 -2.40 2.40  0.303
H 2.68 -2.38 -1.80  0.288
H -0.61 -1.19 1.92  0.213
H 0.56 -1.09 -2.31  0.305
H 2.57 1.72 1.58  0.302
H 0.55 1.84 1.53  0.128
H 2.61 1.98 -0.86  0.221
H -3.97 0.90 -1.38  0.319
H -4.02 1.88 0.08  0.356
H -2.70 2.00 -1.17  0.319

The net charge is 0. The value obtained for the orbital gap is 9.980 eV. The total energy comes out at -29013.083 eV. The strongest force on any atom comes out at 0.0824 hartree/bohr. As for the HOMO energy: -0.34595 Eh. As for the SMILES: CS(=O)(=O)Oc1ccccc1.C=CC#N.



> Which of these has the highest strongest force on any atom?

number 1



> What is the net charge in the first record?

0